No. 1
C33H46CdNP3 as an isolated structure in a non-equilibrium geometry, computed with the ωB97M-V functional and the def2-TZVPD basis.

The geometry in XYZ format:
```
84
Properties=species:S:1:pos:R:3:forces:R:3:lowdin_charge:R:1
P -2.0154 0.2321 -2.5018 1.69 -0.99 0.56 0.892
P -1.4392 -1.2695 1.8372 1.26 1.04 -0.13 0.871
C -1.6766 -1.0586 -1.2245 0.61 -1.23 -0.03 -0.344
C -2.3399 -1.1634 0.1903 -0.78 -0.10 -0.10 -0.359
H -0.5598 -1.1739 -1.1135 -0.85 0.28 -0.38 0.030
H -2.1361 -1.9342 -1.7316 0.98 0.61 0.08 0.023
H -2.9515 -0.2301 0.3450 0.11 -1.17 0.24 0.083
H -2.9227 -2.1172 0.2239 -0.38 1.03 -0.51 0.067
C -0.2352 -2.6201 2.0991 -0.49 -1.48 -0.73 -0.298
H 0.0742 -2.5754 3.1505 -0.07 0.31 -0.22 0.049
H 0.6592 -2.5806 1.4590 -0.34 0.30 0.24 0.026
H -0.7259 -3.6156 1.9732 0.42 0.39 0.16 0.026
C -2.7516 -1.8158 2.9705 -0.36 -0.76 -0.21 -0.286
H -2.5951 -2.8880 3.1864 -0.40 0.35 0.12 0.034
H -3.7602 -1.6609 2.5585 0.26 -0.02 0.22 0.040
H -2.6239 -1.2236 3.8812 -0.21 -0.23 -0.05 0.028
C -1.2464 -0.0569 -4.1384 -0.09 -0.29 -0.24 -0.188
H -1.2002 0.9378 -4.6129 -0.10 -0.38 0.16 0.060
H -1.8509 -0.7246 -4.7679 0.27 0.22 0.26 0.042
H -0.2153 -0.4410 -4.0851 -0.37 0.11 0.24 0.059
C -3.7804 0.1348 -2.7904 -0.61 0.12 0.06 -0.177
H -4.2938 -0.2256 -1.8713 0.31 0.37 -0.61 0.068
H -3.9871 -0.5726 -3.6301 0.21 0.60 0.68 0.075
H -4.1108 1.1471 -3.0470 -0.34 -0.29 -0.05 0.060
Cd 1.4284 -2.7237 -2.0129 2.59 3.79 1.40 1.109
C -0.2998 -4.3623 -0.8800 1.69 -1.60 1.00 -0.183
C 1.0350 -4.6625 -1.2277 -2.21 -2.71 2.19 -0.388
C 1.3976 -5.4539 -2.4760 0.28 0.47 -0.27 -0.249
C 0.5155 -4.9745 -3.6425 0.41 0.01 0.43 -0.204
C 0.1585 -3.4697 -3.4887 -2.23 -0.74 -3.82 -0.474
C -1.2193 -3.2323 -3.3480 0.90 0.13 -1.47 -0.221
C -2.1923 -4.0765 -2.6397 -0.24 -0.91 0.77 -0.228
C -1.5683 -4.9008 -1.4620 -0.99 -0.03 -0.79 -0.177
C -1.1840 1.7500 -2.0578 -0.72 1.11 0.27 -0.194
H -0.4578 -3.9753 0.1211 0.38 0.07 -0.19 0.040
H 1.7544 -4.7928 -0.3939 -0.42 0.73 -0.49 0.099
H 1.2627 -6.5185 -2.2549 0.15 0.05 -0.18 0.117
H 2.4417 -5.2463 -2.7638 -0.17 -0.39 0.47 0.091
H 0.9893 -5.0632 -4.6386 -0.03 -0.22 0.58 0.116
H -0.3701 -5.6260 -3.6425 0.02 0.63 -0.26 0.100
H 0.7152 -2.8012 -4.1892 -1.16 -0.91 -0.25 0.038
H -1.6725 -2.6546 -4.1501 0.01 0.69 0.44 0.077
H -2.7707 -4.7388 -3.3171 0.33 0.06 0.04 0.118
H -2.9864 -3.4420 -2.2186 0.06 -0.08 0.05 0.086
H -2.3372 -4.9132 -0.6619 0.54 -0.12 -0.29 0.112
H -1.4385 -5.9556 -1.7693 0.02 0.42 0.07 0.111
H -0.4230 1.4891 -1.3004 0.14 -0.08 0.29 0.015
H -1.8997 2.4827 -1.6433 0.42 -0.26 0.09 0.066
H -0.6882 2.2302 -2.9181 -0.31 -0.37 0.29 0.065
N 1.1332 0.6239 0.3785 0.14 1.12 0.27 -0.350
P 1.4993 1.9441 1.1313 -1.57 -2.86 -1.08 0.566
C 0.3193 2.4245 2.4554 0.08 0.00 -0.11 -0.303
C -0.7610 1.5815 2.7187 0.23 0.59 -0.26 -0.140
C -1.6757 1.9720 3.7006 0.02 0.08 0.08 -0.106
C -1.4973 3.1673 4.4125 0.06 0.02 -0.01 -0.105
C -0.4120 4.0045 4.1182 -0.11 -0.42 -0.18 -0.087
C 0.4888 3.6261 3.1248 -0.54 0.15 0.61 -0.105
C 3.0189 2.0773 2.1083 0.82 -0.13 0.06 -0.292
C 3.5504 3.3245 2.4371 0.39 0.15 0.43 -0.118
C 4.5907 3.4541 3.3561 0.08 -0.58 0.02 -0.085
C 5.1595 2.3056 3.9234 -0.60 -0.23 -0.32 -0.096
C 4.6613 1.0380 3.5536 -0.10 0.45 -0.12 -0.090
C 3.6034 0.9147 2.6353 0.44 0.71 0.50 -0.075
C 1.5060 3.5109 0.2378 0.21 0.39 -1.36 -0.321
C 0.3416 4.2866 0.1541 0.17 0.26 0.29 -0.114
C 0.4153 5.6109 -0.2614 0.39 0.24 -0.54 -0.096
C 1.6140 6.1043 -0.8083 0.03 -0.38 0.32 -0.100
C 2.7186 5.2423 -0.9469 -0.19 0.17 -0.16 -0.097
C 2.6584 3.9354 -0.4547 -0.40 0.44 0.21 -0.100
H -0.8601 0.6300 2.1237 0.30 1.73 0.94 -0.054
H -2.5425 1.3374 3.9079 0.19 0.18 0.05 0.083
H -2.2005 3.4529 5.2024 0.21 -0.12 -0.33 0.094
H -0.2524 4.9409 4.6395 -0.17 -0.03 0.10 0.094
H 1.3076 4.2869 2.8569 -0.20 -0.08 0.21 0.091
H 3.1456 4.2338 1.9945 0.11 -0.28 0.14 0.091
H 4.9321 4.4467 3.6395 0.08 -0.17 -0.07 0.098
H 5.9575 2.4028 4.6600 -0.18 -0.12 -0.20 0.093
H 5.0806 0.1411 4.0068 0.01 0.17 -0.13 0.092
H 3.2258 -0.0634 2.3475 -0.07 0.19 0.00 0.089
H -0.6284 3.8912 0.4773 0.53 0.13 0.29 0.110
H -0.4501 6.2662 -0.1236 0.26 -0.21 -0.30 0.100
H 1.6865 7.1497 -1.1129 0.00 -0.30 0.06 0.093
H 3.6472 5.6063 -1.4065 -0.47 -0.15 0.13 0.100
H 3.5127 3.2561 -0.5721 -0.31 0.35 0.30 0.117
```
Positions in Å, forces in eV/Å.

Results
Total charge: 0
Kohn-Sham gap (spin up / spin down), eV: 5.41 / 5.45
Spin multiplicity: 1

No. 2
C33H46F14INbO11P as an isolated structure in a non-equilibrium geometry, computed with the ωB97M-V functional and the def2-TZVPD basis.

The geometry in XYZ format:
```
107
Properties=species:S:1:pos:R:3:forces:R:3:lowdin_charge:R:1
C 0.3228 -5.1524 0.9986 0.75 0.34 -0.52 -0.055
C 1.2882 -4.8178 0.1162 -0.73 -0.06 0.22 -0.318
C 1.0932 -4.8424 -1.3495 0.23 -0.67 -0.42 -0.380
Nb 0.9494 -2.7597 -2.2650 -1.19 0.02 2.46 1.416
C 1.2849 -1.6114 -0.3598 0.51 -0.31 -0.39 -0.373
C 0.0710 -1.5896 0.5924 0.05 0.34 0.16 -0.262
C -0.9682 -0.5181 0.2666 -0.08 -0.28 -0.33 -0.214
F -1.1368 0.3652 1.3453 -0.01 -0.11 -0.11 -0.082
C -1.3001 -2.7728 -2.2398 0.03 0.30 -0.56 -0.298
C -2.0529 -3.6496 -3.2640 0.23 0.13 -0.10 -0.162
C -3.0574 -2.8991 -4.1154 0.14 0.24 0.03 -0.434
F -3.2672 -3.5500 -5.3004 -0.05 0.09 0.29 0.108
F -2.6145 -1.6435 -4.4286 -0.19 -0.42 0.02 0.113
C -4.4348 -2.7445 -3.4126 -0.08 -0.06 0.02 -0.326
F -4.2602 -1.9883 -2.2920 -0.15 -0.30 -0.25 0.140
F -4.8723 -3.9809 -3.0435 0.14 0.38 -0.01 0.133
C -5.5796 -2.1073 -4.2391 0.05 -0.14 -0.23 -0.337
F -5.2034 -0.9024 -4.7128 -0.09 -0.31 0.19 0.164
F -5.8407 -2.9203 -5.2913 -0.02 0.23 0.23 0.153
C -6.9604 -1.9275 -3.5141 -0.16 0.20 -0.23 -0.320
F -7.7384 -1.3030 -4.4339 0.17 -0.17 0.17 0.147
F -7.5216 -3.1301 -3.2603 0.15 0.34 -0.04 0.153
C -7.0208 -1.0311 -2.2261 -0.26 0.10 0.07 -0.312
F -8.2492 -0.4620 -2.2111 0.26 -0.10 0.01 0.142
F -6.1176 -0.0391 -2.3166 -0.20 -0.29 0.00 0.159
C -6.8607 -1.7716 -0.8320 0.15 0.14 0.10 -0.529
F -6.4012 -3.0163 -0.9520 -0.05 0.14 0.02 0.166
F -8.0391 -1.8209 -0.2041 0.18 -0.09 -0.15 0.173
F -6.0122 -1.0852 -0.0662 -0.10 -0.07 -0.06 0.175
C 0.7835 -0.8115 -3.4864 0.36 -0.55 -0.63 -0.322
O 1.8728 0.1377 -3.2323 -0.52 0.46 0.86 -0.204
C 1.6154 1.4130 -3.5672 -0.23 0.13 -1.21 -0.544
C 2.0655 2.4373 -2.5578 0.36 -0.14 0.01 0.023
O 1.0610 1.7364 -4.6047 0.20 -0.28 0.88 0.073
P 3.4841 -2.6221 -2.8503 -0.44 -0.08 -0.37 0.247
O 3.7077 -2.0141 -4.3745 0.17 -0.29 0.04 -0.524
I 4.6095 -0.9557 -1.4191 0.10 0.11 -0.06 0.397
H -0.5506 -5.6795 0.6304 -0.26 0.28 0.19 0.046
H 0.4008 -4.8821 2.0453 0.04 -0.45 0.07 0.046
H 2.2494 -4.4566 0.4762 -0.13 0.22 0.06 0.087
H 1.9063 -5.3729 -1.8594 0.04 0.10 -0.03 0.024
H 0.1681 -5.3830 -1.5906 -0.04 0.02 -0.05 0.036
H 0.9425 -3.6095 -3.9250 0.89 0.07 -0.15 -0.072
H 2.1350 -2.0316 0.1855 0.06 0.04 -0.05 0.002
H 1.5745 -0.5912 -0.6159 0.08 0.13 0.04 0.000
H 0.4361 -1.3257 1.5914 -0.02 -0.06 0.02 0.109
H -0.3940 -2.5722 0.7010 -0.02 0.00 -0.05 0.049
H -0.6683 0.0650 -0.6074 0.06 0.16 0.14 0.109
H -1.9515 -0.9482 0.0530 -0.02 0.06 0.11 0.094
H -1.5112 -3.1738 -1.2390 0.26 -0.04 0.09 0.034
H -1.6948 -1.7555 -2.2351 0.01 0.00 -0.07 0.031
H -1.3748 -4.1103 -3.9836 -0.01 0.02 -0.01 0.086
H -2.5671 -4.4644 -2.7550 -0.08 -0.06 -0.12 0.116
H 0.8280 -1.0674 -4.5491 -0.34 0.18 -0.11 0.035
H -0.1584 -0.2883 -3.3051 -0.04 0.03 -0.11 0.048
H 2.6175 1.9946 -1.7318 -0.05 -0.07 -0.09 0.043
H 2.6619 3.2035 -3.0541 -0.13 0.02 -0.04 0.073
H 1.1748 2.9203 -2.1531 0.01 -0.02 -0.02 0.099
H 2.8511 -2.0618 -4.8171 -0.07 0.29 -0.01 -0.011
O 1.9360 1.7646 0.4851 0.07 -0.06 -0.03 0.119
C 2.4462 2.4746 1.2959 -0.29 0.03 0.11 -0.454
O 3.7201 2.2738 1.7347 -0.02 -0.06 0.14 -0.012
C 4.0400 3.2135 2.7729 -0.07 0.09 0.13 -0.151
C 3.0769 4.3752 2.5718 -0.06 0.15 -0.11 -0.141
C 1.8461 3.6681 2.0099 0.37 0.17 -0.03 -0.058
H 3.8975 2.7237 3.7389 -0.02 0.00 0.00 0.128
H 5.0862 3.4970 2.6720 0.03 -0.06 -0.05 0.117
H 2.8892 4.9343 3.4845 -0.01 -0.10 0.07 0.089
H 3.4781 5.0635 1.8250 0.03 -0.06 -0.01 0.112
H 1.1859 3.3056 2.7979 -0.05 0.01 -0.02 0.118
H 1.2839 4.2825 1.3125 -0.14 -0.12 -0.02 0.130
O 4.0818 5.6949 -2.2324 -0.06 0.05 0.03 0.114
C 4.7225 4.7695 -1.8279 0.10 0.04 -0.18 -0.498
O 4.8618 4.5163 -0.5040 -0.04 -0.04 0.10 0.014
C 5.7659 3.4131 -0.3006 0.23 -0.18 0.08 -0.147
C 5.7528 2.6351 -1.6081 -0.05 0.15 -0.09 -0.172
C 5.5059 3.7444 -2.6291 -0.09 -0.24 0.27 -0.071
H 6.7531 3.8231 -0.0688 0.02 0.04 -0.06 0.127
H 5.4133 2.8284 0.5449 0.00 0.08 -0.16 0.097
H 6.6634 2.0629 -1.7714 0.02 0.03 0.00 0.112
H 4.9176 1.9357 -1.6123 0.03 0.02 0.01 0.014
H 6.4324 4.2148 -2.9649 -0.02 0.03 -0.06 0.127
H 4.9310 3.4181 -3.4916 0.06 0.12 -0.08 0.119
O -2.2698 -5.6130 4.3747 -0.07 -0.09 0.05 0.115
C -2.7364 -4.8701 3.5628 0.18 0.19 0.02 -0.494
O -2.9773 -5.2446 2.2861 -0.10 -0.05 -0.04 0.016
C -3.4295 -4.1212 1.5088 0.00 0.10 -0.10 -0.149
C -3.9959 -3.1342 2.5222 0.05 0.01 0.10 -0.149
C -3.1172 -3.4102 3.7414 -0.26 -0.03 -0.21 -0.069
H -2.5716 -3.7140 0.9675 0.02 0.01 0.02 0.104
H -4.1661 -4.4732 0.7902 0.03 -0.09 0.00 0.122
H -3.9695 -2.1040 2.1728 0.07 -0.01 -0.03 0.111
H -5.0328 -3.3892 2.7484 -0.01 0.00 -0.02 0.115
H -2.2008 -2.8173 3.7281 0.02 0.00 0.04 0.132
H -3.6288 -3.2670 4.6888 0.13 0.01 0.09 0.121
O 0.7275 4.4717 4.9815 0.02 0.00 -0.05 0.132
C 1.2862 5.1581 5.7818 -0.19 -0.06 0.14 -0.485
O 2.5636 4.9205 6.1730 0.08 0.03 0.00 0.014
C 2.9470 5.8326 7.2149 0.01 0.08 0.06 -0.154
C 2.0086 7.0257 7.0677 -0.09 -0.02 -0.04 -0.152
C 0.7418 6.3605 6.5306 0.33 0.18 -0.02 -0.071
H 2.8264 5.3262 8.1750 -0.02 0.00 0.01 0.126
H 3.9951 6.0878 7.0814 0.02 -0.07 -0.06 0.124
H 1.8690 7.5747 7.9964 0.00 -0.05 0.03 0.113
H 2.4049 7.7168 6.3230 0.02 0.00 0.00 0.118
H 0.0934 5.9981 7.3296 -0.05 -0.01 -0.03 0.131
H 0.1695 6.9940 5.8597 -0.13 -0.09 0.01 0.126
```
Positions in Å, forces in eV/Å.

Results
Total charge: -1
Kohn-Sham gap, eV: 6.04
Spin multiplicity: 1

The calculation returns the following relative energy (zero: lowest compared OMol25 entry of this formula, charge and spin) values, one per record and in order: 728.6 0.0 kJ/mol.